1.
8
Properties=species:S:1:pos:R:3 method="wB97M-V/def2-TZVPD" total_charge=-1 lumo_energy_ev=4.148 multiplicity=1 total_energy_ev=-4200.9330 de_lowest_kj_mol=83.2
C 0.58406 -0.80919 0.00154
O 0.57562 0.38820 0.42935
C -0.30855 -1.53275 -0.67136
H -3.15002 7.81477 1.03935
H -0.98220 -0.87493 -1.20159
H -3.61717 7.94993 1.60546
H 1.56602 -1.33719 0.05552
H -0.07463 -2.60660 -0.91459

=====

2.
12
Properties=species:S:1:pos:R:3 method="wB97M-V/def2-TZVPD" smiles="O=C=CN/C([O-])=N/P" total_charge=-1 lumo_energy_ev=3.766 multiplicity=1 total_energy_ev=-19538.9770 de_lowest_kj_mol=160.2
C -1.82425 0.87908 -0.15060
C -2.10011 -0.35338 0.02035
C 0.69875 0.91611 -0.28485
N -0.61748 1.51974 -0.19564
N 0.60568 -0.33033 0.07306
O -2.48388 -1.49116 0.11334
O 1.62611 1.55673 -0.69144
P 2.09514 -1.19866 -0.14044
H -2.66875 1.42064 -0.81435
H -0.66149 2.39269 -0.61682
H 2.76560 -0.72413 0.90316
H 2.65351 -0.24828 -0.93114